No. 1
The following is a DFT calculation (ωB97M-V/def2-TZVPD) of a 3-piece molecular cluster, C54H42BrClFO8PS overall.

Each line ends with the Löwdin charge.
Positions of all 109 atoms, in Å:
C  2.980191  1.819364  1.566319  0.088
C  3.515313  1.994276  0.494325  -0.165
C  3.898219  2.526953  -0.869166  -0.220
C  2.738257  2.343480  -1.924336  -0.155
C  2.935089  1.047574  -2.827033  -0.132
C  2.048156  -0.101295  -2.291866  -0.110
C  0.656339  0.178045  -2.255400  -0.158
F  0.187372  1.378068  -2.673649  0.083
C  -0.263230  -0.744590  -1.758478  0.019
C  0.224082  -2.008003  -1.310757  -0.015
C  1.590426  -2.350720  -1.324331  -0.120
C  2.072995  -3.712138  -0.788762  -0.139
C  2.792791  -3.414085  0.591329  -0.233
C  2.766788  -4.722380  1.440489  -0.101
C  2.531463  -1.383364  -1.847384  -0.152
P  4.344346  -1.670203  -1.995789  0.299
O  4.798841  -3.219045  -1.748052  -0.229
O  4.732536  -1.359135  -3.575682  -0.210
S  5.394592  -0.573131  -0.811038  0.399
C  -0.874531  -2.949863  -0.774250  -0.288
O  -0.936238  -4.125722  -1.014368  0.084
C  -1.947769  -2.228167  0.078058  -0.097
C  -2.426068  -2.814733  1.278606  -0.545
Br  -1.734030  -4.500799  1.918888  0.785
C  -3.404102  -2.094005  1.990123  -0.058
C  -3.890642  -0.836403  1.548240  -0.183
C  -4.930315  -0.173401  2.485606  -0.056
C  -3.421197  -0.230608  0.341442  -0.154
C  -3.931288  1.121657  -0.168187  -0.585
Cl  -5.754683  1.214443  -0.211040  0.657
C  -3.308914  2.276350  0.715091  -0.233
C  -2.982427  3.475733  -0.259974  -0.092
C  -2.431827  -0.969732  -0.367434  -0.024
C  -1.778209  -0.452492  -1.662797  -0.232
O  -2.371637  0.098918  -2.553577  0.133
H  2.528194  1.812591  2.551418  0.033
H  4.090060  3.617257  -0.803559  0.115
H  4.845424  2.053732  -1.182610  0.047
H  2.773571  3.249179  -2.560234  0.114
H  1.805464  2.313928  -1.339026  0.102
H  4.013088  0.828072  -2.802075  0.061
H  2.588646  1.300369  -3.850525  0.126
H  1.237563  -4.388131  -0.536972  0.094
H  2.723659  -4.250636  -1.496919  0.110
H  2.255892  -2.579143  1.096440  0.119
H  3.835556  -3.070770  0.460738  0.073
H  3.420921  -5.457558  0.924411  0.082
H  3.136596  -4.567939  2.475415  0.075
H  1.715570  -5.072876  1.487638  0.058
H  4.966308  -3.667937  -2.596156  0.094
H  3.926269  -1.258736  -4.108056  0.078
H  -3.768820  -2.540043  2.929494  0.118
H  -4.583034  -0.323965  3.530514  0.089
H  -5.929506  -0.643700  2.403266  0.090
H  -4.951950  0.910927  2.305631  0.034
H  -3.619986  1.347781  -1.201984  0.077
H  -3.951911  2.571065  1.559865  0.096
H  -2.319397  1.881767  1.035934  0.117
H  -2.098791  3.167045  -0.859768  0.075
H  -3.820334  3.514718  -0.991106  0.073
H  -2.835013  4.434157  0.262297  0.074
C  10.650679  8.112366  4.003455  -0.059
C  10.016777  7.942414  5.230810  -0.059
C  9.168867  6.865057  5.431611  -0.002
C  8.941244  5.958540  4.402333  -0.083
C  9.558440  6.142474  3.163879  -0.083
C  10.421885  7.215463  2.972333  -0.002
C  9.288032  5.210069  2.037106  -0.279
O  9.828261  5.368181  0.960477  0.103
C  8.338310  4.087872  2.252053  -0.085
C  8.029211  3.239278  1.194107  0.005
C  7.154696  2.181769  1.386639  -0.056
C  6.591214  1.960574  2.639438  -0.053
C  6.891286  2.805609  3.695468  0.002
C  7.757348  3.876901  3.504144  -0.085
C  8.043279  4.796507  4.635524  -0.279
O  7.549233  4.607212  5.729273  0.103
H  11.320211  8.950026  3.850999  0.107
H  10.187150  8.651353  6.031739  0.107
H  8.681167  6.732421  6.388929  0.120
H  10.912176  7.353192  2.017109  0.120
H  8.467846  3.405906  0.218381  0.121
H  6.910998  1.524742  0.559641  0.064
H  5.913398  1.129301  2.788307  0.106
H  6.447552  2.633672  4.667799  0.120
C  -12.519040  -5.521896  -1.890637  -0.059
C  -12.517439  -5.388353  -3.276022  -0.058
C  -11.450042  -4.777020  -3.913988  -0.002
C  -10.384098  -4.285508  -3.168951  -0.083
C  -10.397063  -4.398224  -1.777556  -0.083
C  -11.462279  -5.027724  -1.143020  -0.002
C  -9.288663  -3.834755  -0.961974  -0.278
O  -9.297972  -3.936192  0.248812  0.103
C  -8.174830  -3.138220  -1.656149  -0.082
C  -7.158950  -2.555765  -0.906939  0.007
C  -6.108421  -1.914915  -1.543176  -0.070
C  -6.062081  -1.860300  -2.932863  -0.042
C  -7.074685  -2.434356  -3.685064  0.004
C  -8.138593  -3.066531  -3.050427  -0.083
C  -9.236040  -3.647451  -3.866381  -0.278
O  -9.200317  -3.598037  -5.079666  0.104
H  -13.349972  -6.008058  -1.394277  0.107
H  -13.350108  -5.764196  -3.857821  0.107
H  -11.449059  -4.679143  -4.992086  0.121
H  -11.468803  -5.128285  -0.065224  0.120
H  -7.189062  -2.598481  0.174674  0.119
H  -5.322338  -1.458711  -0.957841  0.064
H  -5.235542  -1.364487  -3.428239  0.109
H  -7.038610  -2.386268  -4.765930  0.121

Atomic forces in eV per Å
0.26 0.27 -0.19
-0.57 0.95 -0.36
-0.21 -0.34 0.48
1.07 -0.28 0.29
-0.84 0.70 0.87
0.38 -0.05 -0.17
0.04 -0.88 0.38
0.45 -0.58 0.02
0.20 -0.43 0.28
-0.38 0.25 0.25
0.36 -0.17 -1.01
0.04 0.81 1.14
-0.14 -0.57 0.00
0.13 0.65 -0.25
-1.58 0.17 -0.34
1.46 0.65 0.39
-0.66 0.69 -1.24
-1.01 -0.76 0.96
-0.31 -0.31 -0.10
-0.06 1.11 0.05
0.05 0.23 0.03
0.34 -0.38 0.16
-0.30 0.98 -0.86
-0.52 0.96 -0.10
0.55 -0.25 -0.35
-0.23 -0.05 0.31
0.91 -0.16 0.09
-0.18 -1.44 0.06
0.58 0.59 0.88
0.64 0.08 -0.11
0.57 0.19 -1.39
-0.63 -1.14 -0.03
0.17 0.07 -0.04
0.59 -0.52 0.45
0.06 0.01 0.23
0.37 -0.30 -0.67
-0.07 -0.60 0.36
-0.51 0.22 -0.05
-0.29 -0.58 0.21
0.32 0.16 -0.58
-0.62 -0.12 -0.30
0.34 -0.25 0.47
0.27 0.58 -0.46
-0.26 0.39 0.37
0.21 -0.62 -0.22
-0.53 -0.14 -0.02
-0.56 0.18 0.46
-0.16 -0.08 -0.65
0.67 -0.09 0.05
-0.08 0.05 0.28
0.23 -0.06 -0.03
0.07 0.45 -0.52
-0.23 0.05 -0.59
0.50 0.45 -0.18
-0.40 -0.60 0.14
-0.22 -0.65 0.58
0.39 -0.22 -0.35
-0.77 0.26 0.40
-0.35 0.52 0.46
0.42 0.53 0.54
0.01 -0.43 -0.37
-0.05 -0.05 0.03
0.00 -0.05 -0.07
0.07 0.16 0.12
0.08 0.08 -0.13
-0.04 0.02 0.15
0.10 0.17 0.03
0.20 0.03 -0.44
-0.02 0.01 0.06
-0.10 -0.04 0.11
-0.09 -0.15 -0.11
0.01 0.03 0.02
0.04 0.02 0.01
-0.11 -0.16 -0.05
0.04 0.00 -0.14
-0.22 -0.10 0.43
0.03 0.03 -0.05
-0.02 -0.03 0.00
0.00 -0.03 -0.02
-0.03 -0.13 -0.09
-0.10 -0.12 -0.02
0.08 0.10 0.10
0.01 0.02 0.05
0.00 0.04 -0.04
0.09 0.14 0.01
0.05 0.03 -0.05
0.06 0.02 0.06
-0.18 -0.09 -0.06
-0.05 -0.02 0.16
-0.04 -0.02 -0.15
-0.18 -0.09 0.03
0.01 -0.04 0.48
-0.01 0.00 -0.06
0.03 0.06 -0.15
0.18 0.10 0.06
-0.04 -0.14 -0.11
-0.04 -0.04 0.03
0.16 0.12 -0.02
0.03 0.00 0.15
0.03 0.04 -0.49
-0.02 -0.01 0.07
0.03 0.02 -0.01
0.03 0.01 0.02
0.15 0.05 0.05
0.13 0.09 -0.04
-0.12 -0.09 -0.05
-0.03 -0.06 -0.02
-0.02 0.00 0.03
-0.14 -0.07 0.04

Results
LUMO energy ... -1.259 eV
Gap between HOMO and LUMO ... 7.82 eV
E ... -178466.6811 eV
HOMO ... -0.3336 Ha

---

No. 2
The following is a DFT calculation (ωB97M-V/def2-TZVPD) of a 6-piece molecular cluster, C8H28N8O6 overall.

Each line ends with the Löwdin charge.
Positions of all 50 atoms, in Å:
C  20.780950  -17.318520  -10.888180  -0.169
O  21.078670  -16.014840  -11.379510  -0.122
H  20.071450  -17.292700  -10.061120  0.073
H  20.527110  -18.085920  -11.619450  0.078
H  21.670960  -17.741970  -10.422700  0.065
H  21.185880  -15.372940  -10.673780  0.075
C  19.038110  -8.788400  0.802410  -0.737
O  20.001780  -8.673460  0.046780  0.004
N  18.637440  -7.717930  1.428900  0.150
N  18.396050  -9.940660  1.131050  0.150
H  17.985500  -7.826910  2.192580  0.105
H  19.205650  -6.886960  1.346890  0.124
H  17.790870  -9.936090  1.939640  0.095
H  18.842360  -10.806590  0.864440  0.109
C  26.134890  -10.182880  -12.562450  -0.816
O  26.551260  -9.367790  -11.780640  0.043
N  25.739720  -11.389770  -12.223380  0.151
N  26.186330  -10.057140  -13.832390  0.159
H  25.353570  -11.615140  -11.317720  0.120
H  26.042350  -12.073130  -12.902740  0.106
H  26.698150  -9.369840  -14.366960  0.125
H  25.769260  -10.735360  -14.453810  0.112
C  21.978730  -10.876430  -6.278540  -0.806
O  21.938300  -11.718240  -7.138290  0.042
N  21.666730  -9.627190  -6.535090  0.146
N  22.339440  -11.026050  -5.037280  0.166
H  21.845340  -9.411070  -7.505400  0.118
H  21.499990  -8.904870  -5.849120  0.108
H  22.343510  -11.934980  -4.596910  0.120
H  22.070170  -10.230380  -4.476480  0.106
C  21.044460  -3.422520  -5.660170  -0.745
O  19.948700  -3.025500  -5.169950  -0.009
N  21.961490  -4.192300  -5.088900  0.146
N  21.458420  -3.257400  -6.847480  0.141
H  22.721950  -4.345390  -5.735710  0.100
H  21.869570  -4.569900  -4.156670  0.119
H  22.416470  -3.321820  -7.160690  0.120
H  20.863540  -2.657140  -7.400550  0.129
C  29.220910  -6.138730  -6.146240  -0.074
C  28.760370  -4.987550  -6.942530  -0.547
C  29.785160  -4.456810  -8.028360  -0.031
O  27.456160  -5.211570  -7.301680  -0.039
H  30.171210  -5.826820  -5.712940  0.083
H  29.361850  -6.993530  -6.807730  0.086
H  28.512770  -6.444880  -5.376230  0.087
H  28.566670  -4.190300  -6.224910  0.132
H  30.704700  -4.267270  -7.474640  0.069
H  29.473960  -3.654250  -8.697060  0.072
H  30.162870  -5.215290  -8.714030  0.066
H  27.452570  -5.840000  -8.027390  0.096

Atomic forces in eV per Å
1.04 0.07 1.48
-0.38 -0.52 -0.99
-0.52 -0.01 -0.31
-0.43 0.84 -0.53
0.38 -0.03 0.10
-0.09 -0.35 0.25
2.66 -0.85 -1.24
-0.35 -1.15 -0.47
-1.91 2.41 2.10
-0.31 -0.71 -0.15
0.17 0.57 -0.12
-0.27 -0.26 0.04
0.19 -0.27 -0.27
-0.17 0.25 0.07
1.47 0.97 3.30
0.04 1.85 1.30
-1.43 -3.30 0.59
0.15 0.73 -7.00
0.54 -0.02 -0.27
-0.66 -0.54 0.78
0.00 0.26 0.92
-0.12 0.07 0.40
-0.41 -1.02 -1.33
0.39 -1.55 -1.03
-0.81 3.35 -1.90
0.73 -0.81 4.04
-0.56 0.55 0.24
0.32 -0.15 -0.40
-0.08 0.18 -0.19
0.41 -0.56 0.57
-3.91 -0.21 5.04
2.45 -0.80 -1.11
1.23 -1.29 2.32
-0.18 3.04 -7.24
0.26 -0.90 1.39
0.30 0.15 -0.36
-0.37 0.02 0.19
0.25 -0.02 -0.22
1.34 -0.77 0.04
0.46 2.12 0.39
-0.15 -1.35 0.67
-1.87 -0.32 -1.95
0.18 -0.58 0.31
0.28 -0.23 0.04
0.03 0.33 -0.01
0.80 0.56 0.07
-0.07 0.80 0.03
-0.21 0.30 0.67
-0.52 -0.65 -0.07
-0.28 -0.24 -0.20

Results
LUMO energy ... 0.310 eV
Energy above the lowest of the compared OMol25 structures with the same formula, charge and spin ... 1.6434 eV
Gap between HOMO and LUMO ... 9.81 eV
E ... -32955.9812 eV
HOMO ... -0.3492 Ha